The following is a quantum chemistry calculation of a structure of composition C47H113CrF6N8O19S2, from OMol25.

CARTESIAN COORDINATES (ANGSTROEM)
Cr: 1.986 -1.327 -3.391
C: -1.414 0.027 -0.745
F: -0.948 1.291 -1.038
F: -1.883 0.211 0.476
F: -2.403 -0.358 -1.600
S: 0.004 -1.336 -0.656
O: 0.282 -1.686 0.733
O: -0.504 -2.528 -1.338
N: 1.344 -0.639 -1.554
S: 2.006 0.297 -0.558
O: 2.869 1.218 -1.257
O: 1.184 0.839 0.563
C: 3.381 -0.781 0.375
F: 2.996 -2.034 0.204
F: 4.585 -0.584 -0.066
F: 3.288 -0.664 1.684
C: 6.013 -3.462 3.583
C: 5.040 -3.578 2.401
C: 5.723 -3.624 1.002
O: 4.358 -4.836 2.621
H: 5.452 -3.446 4.517
H: 6.730 -2.650 3.462
H: 6.616 -4.367 3.657
H: 4.282 -2.795 2.415
H: 5.029 -4.110 0.317
H: 6.566 -4.310 0.918
H: 5.979 -2.678 0.526
H: 4.224 -4.987 3.559
C: -0.139 5.699 3.522
O: -1.307 4.918 3.752
C: -1.261 3.809 2.770
C: -2.604 2.979 2.755
N: -2.892 2.308 4.042
C: -2.033 1.132 4.358
C: -2.485 0.191 5.523
O: -1.937 0.472 6.849
C: -2.227 1.757 7.352
H: -0.290 6.646 4.041
H: -0.097 6.035 2.486
H: 0.739 5.194 3.925
H: -0.473 3.119 3.074
H: -1.146 4.086 1.723
H: -2.713 2.207 1.993
H: -3.455 3.650 2.646
H: -2.506 3.038 4.624
H: -1.021 1.485 4.554
H: -2.010 0.453 3.506
H: -2.126 -0.811 5.287
H: -3.562 0.029 5.565
H: -1.936 2.670 6.833
H: -1.787 1.831 8.347
H: -3.303 1.873 7.485
C: -6.297 5.428 -5.033
O: -5.395 4.375 -5.366
C: -5.406 4.102 -6.776
C: -4.702 2.770 -7.049
N: -5.263 1.589 -6.323
C: -4.792 0.260 -6.799
C: -5.090 -0.813 -5.745
O: -4.589 -0.529 -4.410
C: -4.955 -1.609 -3.547
H: -6.065 5.833 -4.048
H: -7.307 5.018 -5.040
H: -6.311 6.195 -5.807
H: -4.856 4.817 -7.387
H: -6.399 4.160 -7.221
H: -3.728 3.032 -6.635
H: -4.749 2.546 -8.115
H: -4.801 1.683 -5.430
H: -3.726 0.156 -7.000
H: -5.184 -0.048 -7.768
H: -4.581 -1.713 -6.091
H: -6.167 -0.927 -5.629
H: -4.596 -2.559 -3.943
H: -6.034 -1.689 -3.679
H: -4.694 -1.489 -2.496
C: 6.794 2.349 0.827
O: 6.074 2.867 -0.339
C: 6.326 2.113 -1.563
C: 5.760 2.829 -2.765
N: 6.744 3.676 -3.441
C: 6.843 4.879 -2.610
C: 5.997 6.073 -3.122
O: 6.031 6.079 -4.561
C: 6.900 6.963 -5.311
H: 6.492 1.376 1.215
H: 6.599 3.047 1.642
H: 7.881 2.304 0.766
H: 5.892 1.117 -1.651
H: 7.373 1.813 -1.581
H: 4.905 3.404 -2.410
H: 5.460 2.027 -3.439
H: 6.316 4.058 -4.272
H: 7.897 5.150 -2.538
H: 6.607 4.647 -1.571
H: 6.204 7.081 -2.763
H: 4.981 5.818 -2.821
H: 6.767 6.725 -6.366
H: 7.972 6.901 -5.126
H: 6.718 8.006 -5.053
C: 1.567 -4.545 6.406
O: 1.899 -3.703 5.400
C: 1.400 -2.439 5.480
C: 1.626 -1.784 4.115
N: 1.292 -0.390 4.027
C: 2.076 0.593 4.768
C: 2.048 2.000 4.137
O: 3.145 2.719 4.774
C: 3.248 4.121 4.545
H: 2.516 -4.817 6.870
H: 0.838 -5.289 6.085
H: 1.187 -3.934 7.225
H: 2.023 -1.910 6.202
H: 0.349 -2.280 5.721
H: 1.053 -2.353 3.382
H: 2.661 -1.932 3.806
H: 1.394 -0.220 3.036
H: 3.042 0.097 4.669
H: 1.713 0.668 5.792
H: 1.115 2.481 4.431
H: 2.100 2.052 3.050
H: 2.539 4.728 5.107
H: 3.092 4.291 3.479
H: 4.290 4.353 4.767
C: 2.990 4.628 -5.186
O: 2.950 3.273 -4.923
C: 2.686 2.454 -6.023
C: 2.478 0.981 -5.576
N: 1.923 0.802 -4.261
C: 0.585 1.230 -4.166
C: -0.356 0.066 -4.664
O: 0.029 -1.254 -4.304
C: -0.801 -2.294 -4.839
H: 3.474 4.994 -4.280
H: 1.956 4.943 -5.052
H: 3.453 4.909 -6.132
H: 3.416 2.394 -6.831
H: 1.770 2.803 -6.500
H: 3.505 0.631 -5.472
H: 1.891 0.389 -6.278
H: 2.524 1.531 -3.903
H: 0.322 2.231 -4.510
H: 0.465 1.323 -3.086
H: -0.545 0.263 -5.719
H: -1.373 0.306 -4.353
H: -0.465 -3.209 -4.351
H: -0.685 -2.332 -5.922
H: -1.739 -1.966 -4.391
C: -4.158 -4.847 4.307
O: -2.828 -4.546 4.141
C: -2.482 -3.189 4.092
C: -2.810 -2.450 2.786
N: -4.096 -1.801 2.985
C: -4.594 -0.885 1.934
C: -6.051 -0.448 2.066
O: -6.963 -1.395 1.450
C: -8.359 -1.125 1.666
H: -4.363 -5.916 4.234
H: -4.778 -4.444 3.506
H: -4.450 -4.377 5.246
H: -1.401 -3.048 4.099
H: -2.810 -2.701 5.010
H: -2.791 -3.166 1.965
H: -2.052 -1.780 2.378
H: -4.721 -2.584 2.859
H: -4.426 -1.282 0.933
H: -3.997 0.020 2.051
H: -6.153 0.395 1.383
H: -6.203 -0.128 3.096
H: -8.705 -1.067 2.698
H: -8.992 -1.802 1.092
H: -8.573 -0.164 1.198
C: 2.462 -6.717 0.322
O: 1.121 -6.379 0.532
C: 0.977 -5.052 0.755
C: -0.559 -4.842 0.632
N: -1.101 -5.093 -0.683
C: -2.565 -4.729 -0.729
C: -3.475 -5.616 0.137
O: -4.844 -5.225 0.011
C: -5.153 -3.868 0.306
H: 3.043 -6.136 -0.394
H: 2.500 -7.737 -0.061
H: 2.947 -6.766 1.297
H: 1.467 -4.385 0.045
H: 1.281 -4.782 1.766
H: -0.762 -3.859 1.056
H: -1.035 -5.557 1.304
H: -0.667 -4.454 -1.333
H: -2.660 -5.020 -1.775
H: -2.581 -3.647 -0.600
H: -3.136 -5.614 1.173
H: -3.355 -6.640 -0.217
H: -6.240 -3.790 0.342
H: -4.899 -3.181 -0.501
H: -4.739 -3.552 1.263

Forces on atoms 1 to 6 (eV/Å):
-0.8 1.8 0.3
-0.3 2.1 0.5
-0.3 -2.0 -1.2
-0.2 -1.3 -0.3
1.8 0.5 1.1
-1.5 -3.7 1.5

Results
Net charge: +1
Max |F|, eV/A: 9.6
Kohn-Sham gap (alpha / beta), hartree: 0.138 / 0.165
Spin multiplicity: 5
⟨S²⟩: 6.02